(A)
The following is a quantum chemistry calculation of a 2-piece molecular cluster, O2 overall, from OMol25.

```
2
Properties=species:S:1:pos:R:3:mulliken_charge:R:1
O 0.00 0.00 0.96 0.00
O 0.00 0.00 -0.96 0.00
```

- Kohn-Sham gap (eV) = 7.30



(B)
The following is a quantum chemistry calculation of O2 in the gas phase, from OMol25.

```
2
Properties=species:S:1:pos:R:3:mulliken_charge:R:1
O 0.11 0.59 0.25 0.00
O -0.11 -0.59 -0.25 0.00
```

- SMILES = O=O
- Kohn-Sham gap (eV) = 7.83



Ranking the structures above from most stable to least stable yields (B), (A).